[1]
DFT (ωB97M-V/def2-TZVPD) results for a structure of composition C6H26BF3InN2O10S2.

- HOMO energy: -4.9821 eV
- Total charge: -1
- Multiplicity: 1

Last column: Löwdin charge in e.
Geometry (Å):
C -1.031 -3.192 -1.178  -0.11
N 0.289 -2.509 -1.135  -0.16
C 1.417 -3.453 -1.306  -0.11
B 0.454 -1.685 0.088  -0.57
O 1.482 -2.028 1.007  0.03
In -0.952 0.102 0.351  0.53
S -3.306 -0.710 0.233  0.24
C -0.646 1.258 2.228  -0.26
C 0.739 2.033 2.265  -0.20
C 1.531 1.490 3.464  -0.50
N 2.674 0.650 3.187  0.09
O 1.194 1.742 4.601  0.06
S -0.461 1.678 -1.601  0.67
O -0.622 3.116 -1.275  -0.42
O 0.977 1.435 -1.949  -0.45
C -1.389 1.211 -3.185  -0.68
F -1.623 2.302 -3.948  0.09
F -2.538 0.576 -2.964  0.10
F -0.639 0.401 -3.941  0.12
H -1.688 -2.598 -1.854  0.07
H -0.985 -4.214 -1.588  0.09
H -1.506 -3.150 -0.183  0.06
H 1.515 -4.132 -0.443  0.05
H 1.211 -4.036 -2.234  0.09
H 2.336 -2.872 -1.516  0.09
H 1.833 -1.181 1.322  0.06
H -3.516 -1.448 -0.886  -0.29
H -1.422 2.055 2.257  0.03
H -0.812 0.667 3.151  0.04
H 1.276 1.887 1.312  0.09
H 0.546 3.117 2.457  0.09
H 3.503 1.244 3.221  0.09
H 2.732 0.021 3.996  0.04
O 3.212 2.312 -3.579  -0.08
H 2.584 1.885 -2.974  -0.01
H 2.696 2.458 -4.376  0.02
O 1.666 -1.366 4.772  -0.05
H 1.406 -2.213 4.396  0.05
H 0.931 -1.126 5.347  0.06
O -5.032 -1.669 -2.569  -0.08
H -4.526 -0.850 -2.495  -0.01
H -5.840 -1.404 -3.018  0.03
O -0.241 4.216 -5.839  -0.06
H -0.655 3.686 -5.147  0.00
H 0.381 4.774 -5.362  0.03
O -0.661 4.383 3.749  -0.05
H -0.962 4.652 4.622  0.04
H -0.319 5.195 3.361  0.04
O 0.851 -4.930 1.292  -0.06
H 0.439 -5.437 1.998  0.04
H 1.439 -4.315 1.750  0.03

[2]
DFT (ωB97M-V/def2-TZVPD) results for a cluster of 7 separate species, C6H26N2O6 in total.

- SMILES string: C/C(N)=C/CCCN.O.O.O.O.O.O
- Energy above the lowest of the compared OMol25 structures with the same formula, charge and spin: 114.2 kJ/mol
- HOMO energy: -8.2662 eV
- Multiplicity: 1

Last column: Löwdin charge in e.
Geometry (Å):
C -2.523 -2.321 -0.892  -0.06
C -1.180 -1.811 -0.454  -0.40
N -0.100 -2.106 -1.278  0.11
C -1.118 -1.101 0.687  -0.10
C 0.195 -0.760 1.336  -0.19
C 0.695 0.655 1.048  -0.21
C -0.182 1.825 1.561  -0.27
N -0.618 1.744 2.955  0.00
H -2.762 -2.813 -1.855  0.08
H -2.795 -3.267 -0.393  0.09
H -3.232 -1.495 -0.857  0.08
H -0.305 -2.885 -1.879  0.10
H 0.856 -1.955 -0.996  0.06
H -2.080 -1.054 1.187  0.11
H 0.262 -0.966 2.413  0.09
H 0.927 -1.444 0.906  0.09
H 0.759 0.824 -0.028  0.07
H 1.683 0.877 1.449  0.10
H -1.066 1.939 0.933  0.09
H 0.403 2.743 1.506  0.11
H 0.168 1.413 3.498  0.06
H -1.337 1.055 3.096  0.03
O 2.940 1.670 -0.508  -0.08
H 2.295 2.015 -1.166  0.01
H 2.961 2.187 0.293  0.05
O -1.780 1.333 -1.122  -0.05
H -1.944 0.785 -1.895  0.04
H -1.128 0.837 -0.608  -0.02
O 2.757 -1.013 -0.923  -0.07
H 2.848 -0.039 -0.814  0.00
H 3.686 -1.252 -0.841  0.05
O 0.906 2.426 -1.958  -0.04
H 0.009 2.357 -1.640  0.02
H 1.037 1.685 -2.570  0.04
O 0.075 -0.090 -3.438  -0.07
H 0.016 -0.635 -2.630  0.00
H -0.120 -0.784 -4.080  0.05
O -1.008 -1.187 3.949  -0.06
H -1.261 -0.592 4.653  0.05
H -1.720 -1.494 3.386  0.04

[3]
DFT (ωB97M-V/def2-TZVPD) results for a cluster of 7 separate species, C6H27NO7 in total.

- Energy above the lowest of the compared OMol25 structures with the same formula, charge and spin: 579.2 kJ/mol
- HOMO energy (spin up / spin down): -12.9863 / -12.9775 eV
- Total charge: +1
- Multiplicity: 2
- Expectation value of S²: 0.755

Last column: Mulliken spin population.
Geometry (Å):
C 0.790 -0.196 -0.692  0.05
C 2.105 -0.319 -1.517  0.03
C 1.724 0.115 -2.935  0.00
O 0.684 -0.637 -3.532  0.00
C 0.548 1.212 -0.149  0.03
N -0.189 1.431 1.060  0.68
C 0.479 1.862 2.257  -0.02
C 1.530 0.867 2.809  0.09
H 1.049 -0.949 0.063  0.00
H -0.132 -0.497 -1.289  0.00
H 2.729 0.394 -1.030  0.00
H 2.104 -1.416 -1.374  0.01
H 1.356 1.219 -2.953  0.00
H 2.497 0.082 -3.770  0.00
H 0.849 -1.665 -3.570  0.00
H 1.489 1.887 -0.216  0.02
H -0.007 1.662 -1.132  0.11
H -0.845 0.566 1.243  -0.03
H 0.994 2.735 2.029  0.01
H -0.284 2.151 3.050  0.00
H 2.153 1.202 3.749  0.00
H 2.453 0.719 2.163  0.00
H 0.943 -0.081 2.840  -0.01
H 0.596 3.499 -1.845  0.00
H -0.013 4.232 -0.519  0.00
O -0.045 4.139 -1.512  0.00
H -1.189 -3.797 0.033  0.00
H -0.131 -2.802 0.729  0.00
O -0.920 -2.870 0.088  0.00
H -1.609 -2.799 -3.040  0.00
H -0.979 -2.886 -1.609  0.00
O -0.895 -2.923 -2.540  0.00
H -2.416 -1.001 0.856  0.00
H -2.290 -2.010 2.023  0.00
O -2.902 -1.295 1.655  0.00
H 1.583 -1.870 2.036  0.00
H 0.213 -1.193 1.916  0.01
O 0.608 -1.982 1.924  0.00
H -2.778 0.716 2.743  0.00
H -3.047 1.594 1.719  0.00
O -2.407 1.700 2.555  0.01

[4]
DFT (ωB97M-V/def2-TZVPD) results for a cluster of 9 separate species, C6H27NO8 in total.

- SMILES string: C=C/C(=C/C)NC.O.O.O.O.O.O.O.O
- Energy above the lowest of the compared OMol25 structures with the same formula, charge and spin: 350.4 kJ/mol
- HOMO energy: -8.5368 eV
- Multiplicity: 1

Last column: Löwdin charge in e.
Geometry (Å):
C 0.487 -0.224 -2.355  0.05
C 0.036 0.655 -1.471  -0.11
C 0.658 1.902 -0.915  -0.32
C 1.711 1.795 -0.087  -0.12
C 2.653 2.872 0.416  -0.10
N -0.016 3.011 -1.377  -0.03
C 0.230 4.376 -0.938  -0.09
H -0.069 -1.118 -2.597  0.07
H 1.419 -0.089 -2.852  0.05
H -0.979 0.543 -1.099  0.08
H 2.028 0.815 0.235  0.07
H 3.686 2.547 0.289  0.07
H 2.451 3.290 1.401  0.07
H 2.622 3.725 -0.262  0.05
H -0.858 2.885 -1.905  0.12
H 0.550 4.439 0.097  0.07
H -0.686 4.943 -1.086  0.08
H 1.044 4.808 -1.528  0.08
O 0.855 -1.733 3.553  -0.05
H 0.939 -0.784 3.460  0.02
H 0.387 -2.150 2.827  0.03
O -2.787 -0.977 0.347  -0.07
H -2.806 -1.487 -0.495  0.00
H -2.426 -0.161 -0.012  0.00
O 3.530 -0.268 -1.818  -0.05
H 4.311 0.185 -1.508  0.04
H 2.708 0.204 -1.950  -0.03
O -0.279 -3.796 -0.781  -0.07
H 0.084 -2.925 -0.527  0.01
H 0.173 -4.293 -0.087  0.05
O -2.892 -2.802 -1.634  -0.05
H -2.382 -3.558 -1.298  0.04
H -2.301 -2.516 -2.343  0.05
O -1.956 0.781 2.523  -0.05
H -1.404 1.489 2.175  0.04
H -2.474 1.164 3.239  0.06
O 1.861 -1.901 -0.155  -0.05
H 2.527 -2.121 0.502  0.06
H 1.842 -0.943 -0.245  -0.02
O -3.129 -1.527 3.182  -0.08
H -3.464 -1.043 2.414  0.00
H -2.297 -1.084 3.358  -0.01

[5]
DFT (ωB97M-V/def2-TZVPD) results for a cluster of 8 separate species, C6H28O7S2 in total.

- SMILES string: CCCSSCCC.O.O.O.O.O.O.O
- HOMO energy: -8.5858 eV
- Multiplicity: 1

Last column: Löwdin charge in e.
Geometry (Å):
C 0.955 -0.340 3.966  -0.11
C 1.559 0.458 2.791  -0.28
C 1.021 -0.296 1.473  -0.59
S 2.361 -0.536 0.363  0.52
S 1.474 -0.939 -1.366  0.52
C 1.834 -2.717 -1.760  -0.49
C 0.644 -3.677 -1.481  -0.34
C 0.529 -3.988 0.007  -0.12
H 1.547 -1.138 4.350  0.07
H -0.065 -0.708 3.565  0.10
H 0.609 0.339 4.615  0.02
H 2.704 0.624 2.889  0.13
H 1.026 1.421 2.885  0.09
H 0.317 0.467 1.017  0.06
H 0.437 -1.192 1.772  0.06
H 2.510 -3.134 -1.006  0.06
H 2.141 -2.707 -2.855  0.09
H -0.311 -3.229 -1.869  0.10
H 0.601 -4.522 -2.078  0.07
H -0.074 -4.940 0.151  0.10
H 0.036 -3.058 0.540  0.09
H 1.412 -3.928 0.593  0.04
O -1.641 -0.095 -1.905  0.01
H -1.069 -0.757 -1.824  -0.09
H -2.406 -0.001 -1.477  -0.04
O -3.590 1.348 -2.210  -0.07
H -2.948 2.030 -2.269  0.02
H -3.469 0.685 -2.959  0.10
O 2.042 2.334 -1.555  -0.15
H 2.776 2.641 -2.242  0.12
H 2.016 3.078 -0.916  0.01
O -4.694 1.652 0.329  -0.01
H -4.169 0.963 -0.049  0.01
H -4.235 2.437 0.345  0.00
O -0.950 2.269 -0.541  -0.04
H -0.902 1.354 -0.327  0.00
H -0.231 2.193 -1.226  0.08
O 0.812 3.631 0.685  -0.05
H 0.158 3.079 0.298  -0.07
H 1.232 3.055 1.341  0.03
O -3.554 0.191 2.450  0.03
H -3.185 0.925 2.232  -0.09
H -4.474 0.330 2.540  0.03

[6]
DFT (ωB97M-V/def2-TZVPD) results for a cluster of 8 separate species, C6H28O8 in total.

- SMILES string: CCO.CCO.CCO.O.O.O.O.O
- Energy above the lowest of the compared OMol25 structures with the same formula, charge and spin: 188.6 kJ/mol
- HOMO energy: -9.8156 eV
- Multiplicity: 1

Last column: Löwdin charge in e.
Geometry (Å):
C 7.018 9.816 5.231  -0.08
C 5.610 9.817 4.605  -0.28
O 4.606 10.360 5.485  -0.09
H 7.460 10.800 5.386  0.07
H 7.698 9.237 4.606  0.08
H 6.930 9.373 6.223  0.08
H 5.485 8.790 4.265  0.11
H 5.672 10.351 3.657  0.11
H 3.785 10.287 4.993  0.10
C 2.674 7.285 6.810  -0.08
C 3.343 8.035 7.951  -0.34
O 2.671 7.783 9.165  -0.08
H 2.795 6.212 6.955  0.08
H 3.033 7.559 5.818  0.06
H 1.630 7.598 6.778  0.08
H 3.497 9.090 7.725  0.09
H 4.356 7.672 8.127  0.11
H 2.878 8.397 9.873  0.05
C 6.021 8.567 11.993  -0.07
C 5.658 9.834 11.214  -0.29
O 4.370 9.699 10.640  -0.11
H 7.027 8.675 12.398  0.07
H 6.052 7.624 11.447  0.07
H 5.362 8.414 12.848  0.07
H 6.303 10.016 10.355  0.11
H 5.623 10.760 11.788  0.11
H 4.158 10.318 9.937  0.05
O 6.259 15.109 9.083  -0.04
H 5.450 15.045 9.590  0.04
H 6.035 14.747 8.226  -0.01
O 5.452 11.961 7.427  -0.05
H 4.728 11.930 8.053  0.01
H 5.270 11.249 6.814  0.01
O 5.385 14.384 6.452  -0.05
H 6.113 14.481 5.838  0.05
H 5.384 13.454 6.678  -0.03
O 7.652 12.804 9.154  -0.07
H 7.213 13.602 9.449  -0.02
H 7.106 12.479 8.438  -0.02
O 3.528 12.527 9.287  -0.01
H 2.640 12.407 9.623  0.07
H 3.906 13.207 9.844  0.06